DFT (wB97M-V/def2-TZVPD) results for one molecule with the formula C4H5NO.

Atoms and positions in Å:
N 1.230 0.277 -1.020
C 0.887 0.962 0.105
O 1.525 1.903 0.533
C -0.411 0.467 0.818
C -0.908 -0.839 0.423
C -1.479 -1.787 -0.036
H 2.092 0.525 -1.483
H 0.785 -0.597 -1.251
H -0.273 0.628 1.894
H -1.349 0.919 0.515
H -2.134 -2.457 -0.528

Calculated values
Relative energy (zero: lowest compared OMol25 entry of this formula, charge and spin) in kJ/mol: 154.8
Multiplicity: 1
Orbital gap in hartree: 0.395
HOMO energy in eV: -9.887

Taken from the Löwdin analysis, the atomic charges in e are:
1. N 0.163
2. C -0.520
3. O 0.047
4. C -0.101
5. C -0.178
6. C 0.108
7. H 0.114
8. H 0.084
9. H 0.129
10. H 0.127
11. H 0.027